{
  "formula": "C89H184BN10O15",
  "method": "ωB97M-V with the def2-TZVPD basis set",
  "symbols": ["C", "C", "C", "N", "C", "C", "C", "C", "C", "H", "H", "H", "H", "H", "H", "H", "H", "H", "H", "H", "H", "H", "H", "H", "H", "H", "H", "C", "C", "C", "N", "C", "C", "C", "C", "C", "H", "H", "H", "H", "H", "H", "H", "H", "H", "H", "H", "H", "H", "H", "H", "H", "H", "H", "O", "C", "O", "B", "O", "C", "O", "O", "C", "O", "C", "O", "O", "C", "C", "C", "C", "C", "C", "N", "O", "C", "C", "C", "H", "H", "H", "H", "H", "H", "H", "H", "H", "H", "H", "H", "H", "H", "H", "H", "H", "H", "H", "C", "C", "C", "C", "C", "C", "N", "O", "C", "C", "C", "H", "H", "H", "H", "H", "H", "H", "H", "H", "H", "H", "H", "H", "H", "H", "H", "H", "H", "H", "C", "C", "C", "C", "C", "C", "N", "O", "C", "C", "C", "H", "H", "H", "H", "H", "H", "H", "H", "H", "H", "H", "H", "H", "H", "H", "H", "H", "H", "H", "C", "C", "C", "C", "C", "C", "N", "O", "C", "C", "C", "H", "H", "H", "H", "H", "H", "H", "H", "H", "H", "H", "H", "H", "H", "H", "H", "H", "H", "H", "C", "C", "C", "C", "C", "C", "N", "O", "C", "C", "C", "H", "H", "H", "H", "H", "H", "H", "H", "H", "H", "H", "H", "H", "H", "H", "H", "H", "H", "H", "C", "C", "C", "C", "C", "C", "N", "O", "C", "C", "C", "H", "H", "H", "H", "H", "H", "H", "H", "H", "H", "H", "H", "H", "H", "H", "H", "H", "H", "H", "C", "C", "C", "C", "C", "C", "N", "O", "C", "C", "C", "H", "H", "H", "H", "H", "H", "H", "H", "H", "H", "H", "H", "H", "H", "H", "H", "H", "H", "H", "C", "C", "N", "C", "C", "C", "C", "H", "H", "H", "H", "H", "H", "H", "H", "H", "H", "H", "H", "H", "H", "H"],
  "positions_angstrom": [[17.03496, 15.70918, 17.92226], [17.01363, 14.90774, 19.25025], [16.30357, 15.72321, 20.36347], [16.77524, 15.37173, 21.81455], [16.70476, 13.89043, 22.02049], [15.95727, 16.12035, 22.94281], [16.83265, 17.25604, 23.48355], [18.20599, 16.59503, 23.45857], [18.20058, 15.91884, 22.10463], [17.28443, 15.00064, 17.12537], [17.79755, 16.49074, 17.91893], [16.07112, 16.16555, 17.71190], [18.03978, 14.66174, 19.53301], [16.44226, 13.99420, 19.12840], [15.21118, 15.57420, 20.45408], [16.41557, 16.80306, 20.22211], [17.31781, 13.44187, 21.24387], [15.67511, 13.50888, 22.02474], [17.01045, 13.58965, 23.03180], [15.86903, 15.38786, 23.74778], [15.00644, 16.39842, 22.48392], [16.45367, 17.50367, 24.47837], [16.83374, 18.09821, 22.79116], [18.22462, 15.92371, 24.31983], [19.01542, 17.31618, 23.46822], [18.87196, 15.07188, 21.93353], [18.39432, 16.61556, 21.27070], [15.22086, 10.61330, 23.88614], [14.04826, 10.87762, 24.85308], [13.49406, 12.31913, 24.78201], [12.20494, 12.62574, 25.53901], [11.05263, 11.90431, 24.90381], [11.93106, 14.11501, 25.60986], [11.06921, 14.36654, 26.85349], [11.31976, 13.13614, 27.77883], [12.30610, 12.26073, 27.02077], [14.86033, 10.37050, 22.88684], [15.80815, 9.76065, 24.23901], [15.87412, 11.48658, 23.84549], [14.35034, 10.62387, 25.87345], [13.24293, 10.17306, 24.63998], [13.30173, 12.53895, 23.73439], [14.29231, 12.93072, 25.22876], [10.12941, 12.07694, 25.45392], [11.29830, 10.85166, 24.79318], [10.88827, 12.31034, 23.90515], [11.47764, 14.51078, 24.69496], [12.87912, 14.63756, 25.74194], [10.00379, 14.37187, 26.61119], [11.35363, 15.29343, 27.34910], [10.41513, 12.56626, 28.00094], [11.76533, 13.51820, 28.69709], [12.14719, 11.18856, 27.13580], [13.34541, 12.48694, 27.25041], [15.33697, 17.57023, 27.11976], [15.60472, 16.45043, 27.13168], [16.60078, 15.82612, 26.45417], [16.64520, 14.37899, 26.85307], [15.37330, 14.15740, 27.63302], [14.73062, 15.34305, 27.88295], [13.74010, 15.51054, 28.40539], [17.82375, 14.15343, 27.65991], [18.76561, 13.47158, 26.99174], [19.84149, 13.21422, 27.32531], [18.07406, 13.06172, 25.64328], [16.75762, 13.48305, 25.68557], [18.58529, 12.49266, 24.78092], [17.22652, 21.57504, 16.90980], [17.96748, 20.18226, 16.87747], [19.05741, 20.22249, 15.77742], [20.29675, 21.00549, 16.13445], [20.87488, 20.53374, 17.45625], [19.88690, 20.37755, 18.62361], [18.63561, 19.75145, 18.12615], [17.69307, 19.51023, 19.20617], [20.60202, 19.39318, 19.59942], [19.58631, 21.71719, 19.33824], [16.97760, 19.08187, 16.45796], [17.95301, 22.37712, 16.97528], [16.54873, 21.66562, 17.75932], [16.67899, 21.62625, 15.96356], [19.30154, 19.16500, 15.62956], [18.51579, 20.61437, 14.90278], [20.07125, 22.07311, 16.13986], [21.04664, 20.91514, 15.34509], [21.65448, 21.21266, 17.80328], [21.34112, 19.56212, 17.30920], [20.77204, 18.47971, 19.03752], [21.53554, 19.88457, 19.88750], [19.99792, 19.13116, 20.46995], [20.45028, 22.08563, 19.88619], [19.29602, 22.45099, 18.58843], [18.80487, 21.65984, 20.09808], [16.53245, 19.34268, 15.49482], [16.17423, 18.97123, 17.18494], [17.56645, 18.17442, 16.33710], [17.30114, 20.31045, 19.57558], [20.99135, 12.58968, 21.84113], [20.93074, 11.48782, 20.78268], [20.60992, 10.13022, 21.48260], [20.11346, 9.02606, 20.57378], [18.98735, 9.54027, 19.73819], [19.37179, 10.76964, 18.87574], [19.86077, 11.82878, 19.83796], [20.15438, 13.02225, 19.11029], [20.33383, 10.28872, 17.77002], [18.12191, 11.36509, 18.23649], [22.32825, 11.29378, 20.14655], [21.40131, 13.50930, 21.42591], [21.57588, 12.29582, 22.71506], [19.99866, 12.80605, 22.24617], [21.51522, 9.87507, 22.04661], [19.85706, 10.32538, 22.25524], [19.75062, 8.19225, 21.18106], [20.90871, 8.66250, 19.90848], [18.13136, 9.89102, 20.34415], [18.53959, 8.85259, 18.99934], [20.46965, 11.04141, 16.98726], [21.33113, 10.01974, 18.11497], [19.82989, 9.44724, 17.28130], [17.61445, 10.55271, 17.70511], [17.42596, 11.71225, 18.99887], [18.44067, 12.21321, 17.63388], [23.10374, 11.43954, 20.89526], [22.54987, 12.01786, 19.35911], [22.45508, 10.30232, 19.71001], [20.87198, 12.90324, 18.48239], [15.60886, 12.03710, 15.59186], [14.54875, 12.71776, 14.75304], [14.85651, 14.22007, 14.88937], [14.21126, 15.02344, 13.79720], [14.64784, 14.56390, 12.42681], [14.43952, 13.06682, 12.08964], [14.73797, 12.35850, 13.32692], [14.58816, 10.93128, 13.13667], [13.00653, 12.86377, 11.52260], [15.54099, 12.73370, 11.05114], [13.13636, 12.30434, 15.30327], [15.37986, 12.30393, 16.62981], [16.59414, 12.43651, 15.32447], [15.62337, 10.96793, 15.42045], [14.57890, 14.54225, 15.89410], [15.94900, 14.26720, 14.82173], [14.45538, 16.08035, 13.86586], [13.13553, 14.91642, 13.94693], [15.71934, 14.79620, 12.31944], [14.09654, 15.10813, 11.65759], [12.27817, 13.10446, 12.29414], [12.90094, 13.47973, 10.62872], [12.80223, 11.83090, 11.22920], [16.50364, 12.85844, 11.55895], [15.46397, 11.72052, 10.67259], [15.51350, 13.47158, 10.24325], [12.32080, 12.70566, 14.70370], [13.11732, 12.55997, 16.37244], [13.12265, 11.21337, 15.22742], [15.45521, 10.52045, 13.14794], [23.15000, 20.48429, 27.63024], [23.03884, 19.03243, 28.05875], [22.46663, 18.86303, 29.47506], [20.95841, 19.11010, 29.56250], [20.23253, 18.21314, 28.56830], [20.70363, 18.33541, 27.11902], [22.20476, 18.20873, 27.14638], [22.83250, 18.17920, 25.86086], [20.10869, 17.22520, 26.23487], [20.13784, 19.66363, 26.56490], [24.47808, 18.43014, 28.06434], [22.19649, 20.91288, 27.33359], [23.79045, 20.61988, 26.75632], [23.50693, 21.12771, 28.43569], [22.74276, 17.87532, 29.83875], [22.99431, 19.54604, 30.14733], [20.68315, 20.16528, 29.43799], [20.61972, 18.89304, 30.57793], [19.16542, 18.44249, 28.56390], [20.28042, 17.15714, 28.82604], [20.29868, 16.19706, 26.57069], [19.00727, 17.24672, 26.30259], [20.43336, 17.29279, 25.19269], [19.12736, 19.42617, 26.23740], [20.17382, 20.43134, 27.33830], [20.71810, 20.03587, 25.72074], [24.99415, 18.67915, 27.13380], [24.45903, 17.33788, 28.11709], [25.00864, 18.87403, 28.90091], [23.17168, 17.28342, 25.81768], [9.77159, 18.75713, 19.95677], [10.13904, 17.65269, 18.97194], [9.53352, 17.98942, 17.59615], [10.06293, 17.10966, 16.47237], [11.56235, 17.30266, 16.34738], [12.33221, 17.00388, 17.67347], [11.61464, 17.64225, 18.78697], [12.38617, 17.52981, 19.99704], [12.47362, 15.46686, 17.81428], [13.72549, 17.64185, 17.53792], [9.44873, 16.38077, 19.54778], [8.68930, 18.88546, 19.97879], [10.26022, 19.69998, 19.69526], [10.09053, 18.54365, 20.97933], [8.44466, 17.98456, 17.71699], [9.75786, 19.04380, 17.38975], [9.52331, 17.34881, 15.54812], [9.85341, 16.06357, 16.69363], [11.72814, 18.34736, 16.07379], [11.93808, 16.64220, 15.56534], [11.51866, 14.99499, 18.06676], [12.68907, 14.96218, 16.86423], [13.32598, 15.25649, 18.46149], [14.33291, 17.37458, 18.40066], [14.21217, 17.26555, 16.64443], [13.60612, 18.72817, 17.54963], [9.38321, 15.56285, 18.83368], [8.46184, 16.66844, 19.93452], [9.93201, 16.01638, 20.46003], [12.48210, 16.60477, 20.22967], [20.17234, 13.58009, 14.72512], [21.64936, 13.99703, 14.50576], [21.74113, 14.95994, 13.30063], [21.20161, 16.38468, 13.59499], [21.87082, 16.93672, 14.83912], [21.80049, 16.04085, 16.12573], [22.26847, 14.70856, 15.65510], [22.25370, 13.80346, 16.82502], [22.80142, 16.72058, 17.06283], [20.41581, 15.97916, 16.78544], [22.52502, 12.77010, 14.24333], [20.07852, 13.20300, 15.74425], [19.91606, 12.79731, 14.00379], [19.47100, 14.39520, 14.52199], [22.80456, 15.12308, 13.06752], [21.14560, 14.54052, 12.48733], [20.12476, 16.33472, 13.74423], [21.40499, 17.03028, 12.74520], [21.42889, 17.89994, 15.12225], [22.92499, 17.04242, 14.59051], [23.82415, 16.73202, 16.68847], [22.54036, 17.77851, 17.15971], [22.82212, 16.24168, 18.04333], [20.21262, 16.89847, 17.33928], [19.59152, 15.91049, 16.07717], [20.41202, 15.13993, 17.48389], [22.29217, 11.98201, 14.96146], [23.56699, 13.08138, 14.24073], [22.29395, 12.30916, 13.27462], [23.15337, 13.47165, 16.87889], [10.16909, 20.89594, 26.69052], [10.80867, 19.51467, 26.97391], [9.78872, 18.39903, 26.64017], [9.53300, 18.23321, 25.14612], [10.84503, 17.97342, 24.42099], [11.97716, 18.97437, 24.72874], [12.02641, 19.26250, 26.17359], [13.05152, 20.24333, 26.48451], [13.32143, 18.32871, 24.39184], [11.77722, 20.19797, 23.79416], [11.14285, 19.39495, 28.47342], [10.98411, 21.58150, 26.46054], [9.63380, 21.23842, 27.57724], [9.44967, 20.80180, 25.88215], [10.13629, 17.46141, 27.08117], [8.88981, 18.60445, 27.25142], [9.11308, 19.18674, 24.80915], [8.86715, 17.39057, 24.96406], [10.66981, 18.01576, 23.34422], [11.15851, 16.97281, 24.72980], [13.46795, 17.47413, 25.05748], [13.35993, 18.10400, 23.31851], [14.16565, 18.98546, 24.62220], [11.61699, 19.85293, 22.76908], [10.84054, 20.72758, 23.98657], [12.63203, 20.85608, 23.85554], [10.19731, 19.40711, 29.01907], [11.81336, 20.20375, 28.77222], [11.67862, 18.46477, 28.67439], [13.67064, 19.79571, 27.06283], [16.36650, 23.86594, 19.75772], [15.54683, 22.73572, 20.41578], [16.28732, 21.73608, 21.21155], [15.35254, 20.71663, 21.70127], [14.69940, 19.81380, 20.65717], [17.11183, 22.24647, 22.34494], [18.01645, 21.19227, 23.02680], [15.77232, 24.34168, 18.97749], [17.29992, 23.44178, 19.37134], [16.62562, 24.65425, 20.47126], [14.78366, 23.23164, 21.02961], [15.08188, 22.17966, 19.60485], [15.93660, 20.08628, 22.37153], [14.65304, 21.22454, 22.39035], [13.97881, 19.16558, 21.15994], [14.09364, 20.38476, 19.94450], [15.37760, 19.14925, 20.11947], [16.42566, 22.66030, 23.09823], [17.68843, 23.05852, 21.89924], [17.55396, 20.55738, 23.78738], [18.85524, 21.71816, 23.48350], [18.47644, 20.53047, 22.29244]],
  "atomic_forces_ev_per_a": [[0.2, -0.7, 0.4], [-0.6, 1.1, 0.3], [-0.2, -0.1, 1.2], [0.0, 1.1, 0.9], [-0.2, -0.1, 0.5], [0.3, -0.4, -0.9], [-0.4, -0.5, -0.8], [-0.6, 0.0, -0.2], [0.0, -1.0, -1.5], [-0.1, 0.2, 0.0], [-0.1, 0.0, 0.2], [-0.1, 0.0, -0.1], [0.0, -0.1, 0.0], [0.2, -0.3, -0.2], [0.4, -0.3, -0.5], [0.4, -0.1, 0.2], [-0.1, -0.4, 0.2], [0.0, 0.5, -0.7], [0.7, 0.5, -0.3], [-0.4, 0.0, -0.2], [0.0, 0.0, 0.4], [0.3, 0.3, -0.2], [-0.2, 0.2, 0.2], [0.5, -0.2, -0.2], [0.1, 0.0, 0.3], [0.1, 0.2, 0.4], [0.0, 0.0, 0.6], [-0.4, 0.3, 0.3], [-0.8, -0.4, 0.4], [0.8, -0.5, 0.4], [-0.3, -0.2, 0.1], [0.1, 0.4, -0.5], [0.0, 0.8, 0.1], [-0.5, -1.0, 0.0], [0.3, 0.4, -0.3], [0.7, -0.2, -0.3], [0.0, 0.1, -0.1], [-0.1, 0.2, 0.0], [0.1, -0.1, 0.0], [0.1, 0.3, 0.0], [0.0, -0.1, -0.2], [0.0, 0.4, 0.0], [-0.4, 0.3, -0.4], [0.2, -0.2, 0.3], [-0.1, 0.0, 0.3], [0.2, 0.1, 0.0], [0.1, -0.5, 0.0], [0.2, -0.3, -0.1], [0.1, 0.4, -0.1], [-0.1, 0.0, -0.2], [0.0, 0.3, 0.0], [0.0, -0.4, 0.1], [0.0, 0.1, -0.1], [0.0, 0.1, 0.4], [-0.7, 4.1, -0.2], [0.8, -4.6, 0.0], [-1.0, 0.1, 0.5], [-0.6, 0.4, 0.5], [-0.3, 0.6, -0.1], [7.0, -1.3, -4.0], [-5.4, 0.6, 2.9], [0.6, -0.1, 0.4], [-3.9, 0.9, -1.0], [2.9, -0.7, 0.8], [-1.9, 1.8, 3.0], [1.0, 0.1, 0.0], [1.2, -1.8, -3.1], [0.6, -1.2, 0.0], [0.0, 0.8, 0.3], [-0.9, -0.4, 0.4], [-0.1, 0.5, -0.2], [-0.2, 0.2, 0.1], [-0.7, -0.1, 0.8], [-0.4, -0.5, 0.4], [0.7, -0.8, -0.9], [-0.8, 0.6, -0.5], [0.3, -0.1, -0.3], [0.3, 0.6, 0.2], [0.0, 0.2, -0.1], [-0.1, -0.1, -0.1], [-0.1, 0.3, 0.3], [0.2, 0.1, -0.4], [0.6, -0.2, -0.1], [-0.1, 0.1, 0.3], [0.0, -0.2, 0.0], [0.1, 0.0, -0.1], [0.1, -0.1, -0.1], [0.3, -0.2, 0.1], [0.0, -0.4, 0.2], [0.0, 0.3, 0.0], [0.3, 0.1, -0.2], [0.0, 0.2, 0.1], [-0.2, -0.3, -0.2], [0.0, 0.0, 0.0], [0.1, -0.2, 0.0], [-0.3, -0.3, 0.1], [0.2, 0.9, -0.1], [-0.2, 0.1, 0.2], [0.7, -0.8, 0.1], [-0.2, 1.0, 0.5], [0.3, -0.4, -0.1], [-1.5, 1.3, -1.0], [0.4, 0.2, 1.2], [-0.2, -0.6, -1.0], [-0.6, 0.3, 0.8], [-0.2, 0.6, -0.3], [0.2, -0.6, 0.2], [0.0, 0.4, -0.3], [0.1, 0.0, 0.0], [0.3, -0.1, -0.2], [-0.1, -0.1, -0.2], [-0.1, -0.2, -0.2], [-0.1, 0.0, -0.1], [0.3, -0.1, -0.1], [-0.1, -0.1, 0.3], [0.4, -0.3, 0.2], [0.4, -0.3, 0.5], [0.0, 0.1, 0.1], [-0.3, -0.2, 0.0], [0.4, 0.0, 0.1], [0.0, 0.4, -0.5], [0.1, 0.1, 0.2], [-0.4, -0.1, -0.4], [0.0, -0.1, 0.2], [-0.1, 0.1, 0.0], [0.0, 0.0, 0.2], [0.5, -0.4, -0.3], [0.2, 0.1, -0.1], [-1.0, 0.4, -0.8], [0.4, -0.6, -0.2], [-0.5, 0.1, 0.2], [0.0, -0.2, -0.5], [0.1, 0.6, 0.4], [1.1, -1.6, 0.3], [-0.9, 0.7, 0.1], [0.7, -0.5, 0.3], [-0.3, 0.3, 0.6], [1.5, -0.2, -0.3], [0.3, -0.4, 0.0], [-0.1, -0.1, 0.1], [-0.1, -0.3, 0.4], [-0.1, 0.1, 0.0], [-0.1, 0.4, -0.1], [-0.1, 0.2, 0.2], [-0.3, 0.2, -0.3], [-0.3, 0.0, 0.0], [0.2, 0.2, 0.0], [-0.2, 0.3, -0.1], [-0.2, 0.1, 0.1], [0.3, 0.0, 0.1], [-0.1, -0.1, -0.1], [-0.1, -0.1, -0.2], [-0.1, -0.3, -0.1], [-0.1, 0.2, 0.3], [-0.5, 0.1, -0.3], [-0.3, 0.1, 0.0], [0.4, 0.4, 0.0], [-0.3, 0.8, -0.2], [0.3, -0.8, -0.2], [0.0, 0.7, 0.0], [0.2, -0.4, 0.1], [-0.5, -0.3, -0.2], [1.0, 0.5, -0.6], [-0.1, -0.7, 0.6], [-0.8, 0.5, 0.0], [-0.4, -0.7, 0.5], [0.7, -0.2, 0.0], [-0.7, 0.2, -0.5], [-0.2, -0.1, 0.1], [0.1, -0.2, 0.1], [0.3, -0.1, 0.0], [-0.3, -0.3, -0.1], [0.0, 0.1, -0.1], [0.3, -0.1, -0.3], [0.0, -0.2, 0.0], [-0.1, 0.1, 0.0], [0.3, -0.1, 0.4], [0.6, 0.2, 0.2], [0.3, 0.4, -0.2], [-0.1, 0.2, 0.2], [-0.2, 0.5, 0.1], [-0.4, 0.0, -0.1], [0.0, -0.1, -0.2], [0.0, 0.1, 0.2], [-0.1, 0.1, 0.4], [0.2, -0.1, 0.1], [0.0, -0.2, -0.1], [0.5, 0.6, 0.2], [0.0, -0.5, 0.3], [0.0, 0.5, 0.4], [-0.5, 0.0, 0.4], [-0.2, 0.2, 0.5], [-0.6, -0.3, -1.0], [0.5, 0.3, 0.2], [-0.7, 0.6, -0.4], [-0.2, 0.1, -0.5], [-0.7, -0.2, 0.7], [0.4, 0.1, 0.3], [0.0, 0.1, -0.1], [-0.2, 0.0, -0.2], [0.0, -0.3, -0.1], [0.1, -0.4, -0.2], [0.2, -0.1, -0.1], [0.3, -0.1, 0.0], [-0.1, -0.2, 0.0], [0.2, 0.0, -0.1], [0.3, 0.2, 0.0], [0.3, 0.1, 0.7], [0.3, 0.5, 0.0], [-0.3, -0.4, 0.4], [0.1, 0.0, 0.1], [0.1, 0.1, -0.3], [0.2, -0.1, -0.3], [-0.2, 0.0, 0.0], [0.0, -0.2, -0.6], [0.4, 0.0, -0.2], [-0.3, -0.7, -0.1], [0.5, 0.0, -0.3], [-0.5, 0.8, 0.0], [0.0, 0.9, 0.6], [-0.1, -1.1, 0.6], [-0.5, -0.3, 0.4], [0.0, 0.2, -1.6], [0.7, -0.4, 1.2], [-0.4, 0.5, -0.6], [0.2, -0.5, 0.4], [0.2, 0.4, 0.0], [-0.7, -0.2, -0.3], [-0.3, 0.0, -0.1], [0.1, -0.1, 0.2], [0.1, 0.0, 0.3], [-0.3, -0.5, -0.4], [0.5, -0.2, -0.2], [-0.2, 0.1, -0.1], [-0.1, 0.1, -0.1], [0.3, 0.0, -0.2], [0.2, 0.3, 0.2], [0.0, -0.3, -0.3], [-0.2, -0.2, 0.2], [-0.1, 0.1, 0.1], [0.2, 0.1, 0.1], [0.1, -0.3, -0.1], [-0.3, 0.1, 0.0], [0.4, 0.1, 0.2], [0.1, -0.2, 0.2], [0.0, 0.4, 0.0], [0.2, 0.1, -0.1], [0.4, -0.6, 0.4], [-0.3, -0.1, -0.3], [0.1, -0.1, 0.7], [0.3, 0.7, 0.6], [0.0, 0.1, 0.5], [0.0, 0.7, -0.2], [0.4, -0.5, 0.8], [-1.2, 0.0, -0.8], [0.2, 0.2, 0.0], [-0.6, -0.4, 0.2], [0.4, 0.0, -0.7], [-0.3, 0.2, -0.1], [0.0, 0.1, -0.1], [0.1, 0.4, -0.2], [0.4, -0.2, -0.2], [0.1, 0.2, -0.6], [-0.3, -0.4, -0.3], [-0.3, 0.2, -0.1], [0.2, -0.4, 0.0], [0.2, -0.2, -0.2], [-0.1, -0.3, -0.4], [0.0, -0.3, 0.2], [-0.2, 0.2, -0.1], [0.6, -0.1, -0.1], [0.2, 0.2, 0.4], [0.0, 0.3, 0.0], [0.2, 0.2, 0.2], [-0.3, 0.1, 0.2], [-0.1, -0.1, 0.0], [0.1, -0.5, 0.1], [0.3, -0.5, 0.7], [0.6, 0.5, 0.2], [0.4, -0.6, -0.4], [0.7, 0.0, 0.4], [-0.8, 0.4, 0.3], [-0.9, -0.3, -0.7], [0.3, 0.4, -0.6], [0.1, -0.2, -0.1], [-0.2, 0.3, -0.2], [0.0, -0.1, 0.0], [-0.3, -0.2, 0.0], [-0.3, 0.0, 0.1], [0.0, -0.2, 0.0], [-0.5, -0.3, -0.4], [0.0, 0.0, 0.1], [0.2, -0.2, 0.0], [0.3, 0.3, 0.0], [0.1, 0.3, 0.1], [0.2, 0.0, 0.4], [-0.2, 0.3, -0.1], [-0.1, 0.0, 0.2], [-0.1, -0.1, -0.2]],
  "total_charge": 1,
  "multiplicity": 1,
  "energy_ha": -5202.22714,
  "gap_ev": 7.0,
  "lumo_energy_ev": -2.39
}